This record from the OMol25 dataset describes the molecule C6H14O in a non-equilibrium geometry. The level of theory is ωB97M-V with the def2-TZVPD basis set.

Structure (ORCA input):
```
! RIJCOSX wB97M-V def2-TZVPD def2/J DEFGRID3
* xyz 0 1
C -1.1838 1.1612 -1.1824
C -0.1906 1.3718 -0.0587
C 1.2209 1.9221 -0.7457
C 0.1195 0.1149 0.7913
C -0.1845 -1.3125 0.3158
C 0.4010 -2.3487 1.2793
O -1.5823 -1.5537 0.1494
H -1.2194 2.0799 -1.7690
H -2.1862 0.8928 -0.8362
H -0.8377 0.3469 -1.8311
H -0.5011 2.1596 0.6360
H 1.0652 2.9666 -1.0243
H 1.5096 1.3820 -1.6717
H 2.1573 1.9271 -0.1329
H 0.0068 0.2209 1.8850
H 1.1264 0.3984 0.4914
H 0.3124 -1.4294 -0.6588
H -0.1017 -2.2922 2.2516
H 1.4735 -2.1897 1.4289
H 0.2634 -3.3686 0.8937
H -1.6686 -2.4493 -0.2117
*
```

Values from the calculation:
* SMILES: CC(C)C[C@@H](C)O
* relative energy (zero: lowest compared OMol25 entry of this formula, charge and spin): 1.6336 eV
* HOMO energy: -0.3699 Ha
* HOMO-LUMO gap: 0.4048 Eh

Computed Löwdin charges, given in elementary charges: -0.098 -0.370 -0.077 -0.135 -0.446 -0.061 -0.050 0.073 0.080 0.079 0.123 0.058 0.076 0.075 0.127 0.072 0.136 0.084 0.081 0.076 0.094


This record from the OMol25 dataset describes a cluster of 2 separate species, C6H14O in total in a non-equilibrium geometry. The level of theory is ωB97M-V with the def2-TZVPD basis set.

Structure (ORCA input):
```
! RIJCOSX wB97M-V def2-TZVPD def2/J DEFGRID3
* xyz 0 1
C 1.8226 -0.6403 -0.3100
C 1.1563 0.4018 0.5418
C 0.0128 1.0233 0.2533
C -0.8163 0.6902 -0.9575
C -2.1346 1.4514 -0.9829
O -0.0113 1.0130 -2.0872
H 2.4954 -1.2992 0.2512
H 2.4048 -0.0798 -1.0415
H 1.1188 -1.2672 -0.8689
H 1.6617 0.6379 1.4784
H -0.3525 1.7941 0.9284
H -1.0440 -0.3951 -0.9746
H -1.9442 2.5261 -0.9026
H -2.7848 1.1429 -0.1567
H -2.6735 1.2658 -1.9198
H -0.5158 0.7930 -2.8794
C 0.2306 -1.5881 2.0591
H 1.2816 -1.6217 2.3809
H 0.0196 -2.4566 1.4335
H -0.4132 -1.5325 2.9293
H -0.0132 -0.6909 1.4829
*
```

Values from the calculation:
* SMILES: C/C=C\[C@@H](C)O.C
* relative energy (zero: lowest compared OMol25 entry of this formula, charge and spin): 1.8695 eV
* HOMO energy: -0.3270 Ha
* HOMO-LUMO gap: 0.3612 Eh

Computed Löwdin charges, given in elementary charges: -0.093 -0.218 -0.110 -0.453 -0.058 -0.039 0.076 0.083 0.081 0.113 0.116 0.142 0.085 0.084 0.077 0.091 -0.054 0.039 0.034 0.025 -0.021


This record from the OMol25 dataset describes the molecule C6H14O in a non-equilibrium geometry. The level of theory is ωB97M-V with the def2-TZVPD basis set.

Structure (ORCA input):
```
! RIJCOSX wB97M-V def2-TZVPD def2/J DEFGRID3
* xyz 0 1
C -2.3580 -1.5136 0.7102
C -0.9680 -1.3276 1.2601
C -0.0647 -0.7158 0.1872
C -0.2764 0.7813 -0.1281
C 1.0578 1.5920 -0.0802
C 2.2383 0.9608 -0.8298
O 1.7320 0.2817 -2.0193
H -2.4095 -2.5070 0.2542
H -2.5024 -0.8786 -0.1757
H -3.1743 -1.3081 1.4142
H -0.9085 -0.6580 2.1367
H -0.6236 -2.3324 1.4855
H -0.1526 -1.2017 -0.7941
H 0.9723 -0.9219 0.5114
H -1.0147 1.3242 0.4846
H -0.7008 0.9462 -1.1262
H 1.3036 1.9448 0.9545
H 0.8769 2.5712 -0.5589
H 2.9441 1.7663 -1.0235
H 2.6671 0.1081 -0.2535
H 1.3614 1.0882 -2.4093
*
```

Values from the calculation:
* SMILES: CCCCCCO
* relative energy (zero: lowest compared OMol25 entry of this formula, charge and spin): 1.2691 eV
* HOMO energy: -0.3815 Ha
* HOMO-LUMO gap: 0.4172 Eh

Computed Löwdin charges, given in elementary charges: -0.125 -0.273 -0.230 -0.206 -0.205 -0.255 -0.084 0.075 0.068 0.074 0.113 0.097 0.113 0.104 0.112 0.098 0.120 0.102 0.107 0.115 0.081


This record from the OMol25 dataset describes a cluster of 2 separate species, C6H14O in total in a non-equilibrium geometry. The level of theory is ωB97M-V with the def2-TZVPD basis set.

Structure (ORCA input):
```
! RIJCOSX wB97M-V def2-TZVPD def2/J DEFGRID3
* xyz 0 1
C -3.3233 -0.0347 0.2212
C -2.1037 0.7149 -0.2619
C -0.8330 0.4703 0.5710
C 0.4080 0.3882 -0.3141
C 1.6537 -0.1250 0.3981
C 2.7671 -0.4073 -0.5934
O 3.8950 -0.8801 0.1151
H -3.2674 -1.9201 0.4858
H -4.2675 0.5044 0.3021
H -3.2639 -0.6436 1.0457
H -1.8912 0.4868 -1.3120
H -2.3290 1.7998 -0.2635
H -0.7015 1.2487 1.3381
H -0.9531 -0.4756 1.1134
H 0.6125 1.3682 -0.7717
H 0.1736 -0.2924 -1.1451
H 2.0097 0.5944 1.1461
H 1.4197 -1.0539 0.9341
H 2.4137 -1.1533 -1.3253
H 3.0025 0.5123 -1.1555
H 4.5779 -1.1018 -0.5282
*
```

Values from the calculation:
* relative energy (zero: lowest compared OMol25 entry of this formula, charge and spin): 5.2191 eV
* HOMO energy (alpha / beta): -0.3225 / -0.3309 Ha
* HOMO-LUMO gap (alpha / beta): 0.3216 / 0.3352 Eh

Computed Löwdin charges, given in elementary charges: -0.048 -0.276 -0.225 -0.236 -0.205 -0.299 -0.069 0.181 0.053 -0.118 0.098 0.118 0.119 0.102 0.122 0.114 0.123 0.121 0.120 0.121 0.085


This record from the OMol25 dataset describes a cluster of 2 separate species, C6H14O in total in a non-equilibrium geometry. The level of theory is ωB97M-V with the def2-TZVPD basis set.

Structure (ORCA input):
```
! RIJCOSX wB97M-V def2-TZVPD def2/J DEFGRID3
* xyz 0 1
C -1.3554 -1.4846 -1.6604
C -0.1461 -0.5642 -1.2488
C 0.4404 -0.3462 0.0097
C -0.0901 -0.5922 1.3366
C 1.6651 0.5925 -0.0341
C 3.1289 0.0826 0.4556
H -0.9272 -2.3439 -2.1064
H -2.1152 -1.7475 -0.8070
H -1.9067 -1.0213 -2.6158
H 0.3603 -0.1398 -2.0698
H -0.8881 -1.2696 1.2281
H -0.6152 0.2308 1.8317
H 0.6267 -1.1545 2.0331
H 1.2373 1.4344 0.5792
H 1.9158 0.6582 -1.1608
H 3.9390 0.7317 0.4571
H 3.5267 -0.8369 -0.0655
H 2.8416 -0.2269 1.4670
O -3.8747 2.5126 1.1244
H -4.6397 2.9630 0.7807
H -3.1236 2.5220 0.4654
*
```

Values from the calculation:
* SMILES: C/C=C(\C)CC.O
* relative energy (zero: lowest compared OMol25 entry of this formula, charge and spin): 2.7776 eV
* HOMO energy: -0.3166 Ha
* HOMO-LUMO gap: 0.3424 Eh

Computed Löwdin charges, given in elementary charges: -0.104 -0.094 -0.333 -0.088 -0.200 -0.088 0.027 0.093 0.099 0.059 0.043 0.093 0.113 0.118 0.107 0.024 0.084 0.047 -0.082 0.017 0.064


This record from the OMol25 dataset describes a cluster of 2 separate species, C6H14O in total in a non-equilibrium geometry. The level of theory is ωB97M-V with the def2-TZVPD basis set.

Structure (ORCA input):
```
! RIJCOSX wB97M-V def2-TZVPD def2/J DEFGRID3
* xyz 0 1
C 1.2409 1.0116 -1.9127
C 0.8326 0.5917 -0.4988
C 2.0011 -0.0250 0.2705
C -0.3196 -0.4191 -0.4613
C -1.3503 -0.0010 0.5605
C -2.2561 -1.1465 0.9448
O -0.4046 0.6062 2.2199
H 2.1303 1.6522 -1.8833
H 0.4488 1.5930 -2.4009
H 1.4638 0.1485 -2.5511
H 0.4932 1.5023 0.0110
H 2.7989 0.7084 0.3944
H 2.3726 -0.8702 -0.3230
H 1.7426 -0.4010 1.2701
H 0.0455 -1.4266 -0.2197
H -0.8218 -0.5491 -1.4447
H -1.8897 0.8833 0.1805
H -1.6556 -1.8532 1.5190
H -2.6184 -1.6953 0.0540
H -3.1322 -0.8294 1.5132
H -1.1961 0.5693 2.7664
*
```

Values from the calculation:
* relative energy (zero: lowest compared OMol25 entry of this formula, charge and spin): 2.3132 eV
* HOMO energy: -0.3693 Ha
* HOMO-LUMO gap: 0.3974 Eh

Computed Löwdin charges, given in elementary charges: -0.085 -0.445 -0.086 -0.195 -0.149 -0.093 -0.165 0.076 0.076 0.078 0.125 0.076 0.082 0.075 0.119 0.135 0.130 0.086 0.094 0.075 -0.010


no.,total energy (eV)
1,-8495.259
2,-8495.023
3,-8495.623
4,-8491.673
5,-8494.115
6,-8494.579